[1]
{"formula": "C8H8S", "method": "ωB97M-V/def2-TZVPD", "e_homo_ev": -8.1917, "relative_energy_ev": 2.2978, "e_tot_ha": -707.6805, "lumo_ev": 0.4, "species": ["C", "C", "C", "C", "C", "C", "C", "C", "S", "H", "H", "H", "H", "H", "H", "H", "H"], "positions_angstrom": [[-0.034, 0.276, 1.077], [0.731, 1.579, 0.853], [-1.446, 0.020, 0.572], [0.347, -0.492, -0.164], [-1.697, -1.444, 0.325], [1.355, 0.257, -1.026], [1.554, 1.507, -0.192], [-0.442, -1.514, -0.502], [-2.122, 1.098, -0.382], [0.347, -0.265, 1.943], [0.534, 2.288, 1.620], [-1.644, -2.230, 1.053], [-2.541, -1.501, -0.233], [2.372, -0.347, -1.184], [1.036, 0.692, -1.913], [2.170, 2.257, -0.412], [-0.521, -2.181, -1.435]], "lowdin_charge": [-0.2380, -0.0550, -0.7083, -0.2611, -0.1758, -0.0886, -0.0720, -0.0487, 0.7561, 0.1532, 0.1001, 0.1143, 0.0582, 0.1626, 0.0885, 0.0618, 0.1528]}

---

[2]
{"formula": "C8H8S2", "method": "ωB97M-V/def2-TZVPD", "e_homo_ev": -8.1072, "relative_energy_ev": 0.0000, "e_tot_ha": -1105.9258, "lumo_ev": -0.8, "species": ["C", "C", "C", "C", "C", "C", "C", "C", "S", "S", "H", "H", "H", "H", "H", "H", "H", "H"], "positions_angstrom": [[-1.115, 1.895, 1.495], [-0.641, 0.811, 0.748], [-0.784, 3.102, 0.946], [0.069, 1.198, -0.372], [0.191, -2.593, 0.677], [0.912, -2.104, -0.326], [0.731, 0.456, -1.353], [0.351, -1.456, -1.505], [1.759, 1.010, -2.463], [0.134, 2.952, -0.481], [-1.677, 1.793, 2.407], [-0.779, -0.218, 1.018], [-1.033, 4.081, 1.309], [0.647, -3.054, 1.537], [-0.888, -2.574, 0.664], [1.992, -2.155, -0.286], [-0.728, -1.485, -1.578], [0.860, -1.660, -2.435]], "lowdin_charge": [-0.1753, -0.0958, -0.4028, -0.6012, -0.0134, -0.2420, -0.7136, -0.0972, 0.6867, 1.0291, 0.1026, 0.0909, 0.0644, 0.0528, 0.0590, 0.1044, 0.0878, 0.0636]}

---

[3]
{"formula": "C8H8S2Si", "method": "ωB97M-V/def2-TZVPD", "smiles": "[SiH2]=C[C@H]1SC=Cc2sccc21", "e_homo_ev": -7.2917, "relative_energy_ev": 2.2428, "e_tot_ha": -1395.3616, "lumo_ev": 0.0, "species": ["C", "C", "C", "C", "C", "C", "C", "C", "Si", "S", "S", "H", "H", "H", "H", "H", "H", "H", "H"], "positions_angstrom": [[0.811, 0.256, 0.898], [-1.007, -1.460, 0.699], [-1.371, 1.796, -0.758], [1.796, -0.715, 0.510], [-2.321, -1.629, 0.400], [-0.201, 2.494, -0.625], [-0.583, -0.157, 0.449], [-1.558, 0.527, -0.248], [2.867, -0.709, -0.886], [1.226, 1.909, 0.070], [-3.055, -0.315, -0.481], [0.807, 0.462, 1.967], [-0.406, -2.184, 1.275], [-2.041, 2.204, -1.465], [1.615, -1.506, 1.271], [-3.057, -2.444, 0.511], [-0.026, 3.441, -0.964], [3.632, -1.897, -0.445], [2.872, -0.073, -2.179]], "lowdin_charge": [-0.5864, -0.1494, -0.2015, -0.4315, -0.3984, -0.4423, -0.2728, -0.5391, 0.7618, 0.9245, 1.0513, 0.1073, 0.1214, 0.0904, 0.0619, 0.0643, 0.0227, -0.0893, -0.0949]}

---

[4]
{"formula": "C8H8Si", "method": "ωB97M-V/def2-TZVPD", "e_homo_ev": -8.6527, "relative_energy_ev": 1.9842, "e_tot_ha": -598.9548, "lumo_ev": -1.2, "species": ["C", "C", "C", "C", "C", "C", "C", "C", "Si", "H", "H", "H", "H", "H", "H", "H", "H"], "positions_angstrom": [[-1.345, -4.652, 0.589], [-0.553, -3.876, 1.032], [-0.698, 2.174, 0.390], [-0.229, 2.950, -0.580], [-0.411, 0.761, 0.426], [0.678, 2.409, -1.533], [0.416, 0.264, -0.473], [0.993, 1.110, -1.418], [0.244, -2.469, 1.878], [-1.901, -5.274, 0.028], [-1.238, 2.540, 1.311], [-0.532, 3.996, -0.502], [-0.852, 0.109, 1.263], [1.161, 3.006, -2.289], [0.721, -0.764, -0.365], [1.879, 0.874, -2.126], [1.668, -3.158, 2.369]], "lowdin_charge": [0.0233, -0.4435, -0.1116, -0.1099, -0.1365, -0.1020, -0.1546, -0.1184, 0.7295, -0.0109, 0.1205, 0.1066, 0.0546, 0.0996, 0.0560, 0.1360, -0.1386]}

---

[5]
{"formula": "C8H9BO2S", "method": "ωB97M-V/def2-TZVPD", "smiles": "OB(O)[C@H]1C[C@]12C=CC=CC2=S", "e_homo_ev": -7.8939, "relative_energy_ev": 0.0000, "e_tot_ha": -883.7668, "lumo_ev": -0.6, "species": ["B", "C", "C", "C", "C", "C", "C", "C", "C", "O", "O", "S", "H", "H", "H", "H", "H", "H", "H", "H", "H"], "positions_angstrom": [[1.973, -0.012, -1.047], [-2.397, 0.897, 0.387], [-1.897, 1.219, 1.704], [-1.724, 0.054, -0.402], [-0.809, 0.529, 2.177], [-0.466, -0.547, -0.002], [-0.031, -0.301, 1.378], [-0.121, -1.727, -0.937], [0.430, -0.402, -1.253], [2.948, -0.848, -0.825], [2.201, 1.325, -1.206], [1.336, -0.911, 2.078], [-3.294, 1.414, 0.082], [-2.522, 1.957, 2.091], [-2.101, -0.098, -1.394], [-0.257, 0.713, 3.184], [0.708, -2.374, -0.554], [-0.830, -2.114, -1.503], [0.103, 0.081, -2.205], [3.882, -0.564, -1.028], [2.871, 1.708, -0.724]], "lowdin_charge": [-0.7506, -0.0766, -0.0225, -0.0342, -0.1519, -0.3333, -0.6884, -0.0053, -0.0797, 0.1924, 0.1972, 0.7484, 0.1008, 0.0861, 0.1230, 0.1158, 0.1359, 0.0651, 0.1577, 0.1570, 0.0631]}

---

[6]
{"formula": "C8H9BrMnO5S", "method": "ωB97M-V/def2-TZVPD", "e_homo_ev": [-16.8308, -16.8244], "e_tot_ha": -4808.8400, "total_charge": 2, "lumo_ev": [-10.9, -11.3], "multiplicity": 6, "s2": 8.755, "species": ["O", "C", "O", "C", "O", "C", "C", "S", "O", "O", "C", "C", "C", "C", "Br", "H", "H", "H", "H", "H", "H", "H", "H", "H", "Mn"], "positions_angstrom": [[-1.570, -0.363, 2.927], [-1.384, 0.172, 1.929], [-1.574, 1.610, 1.837], [-1.382, 1.994, 0.459], [-1.553, 3.092, 0.105], [-0.979, 0.717, -0.272], [-0.616, 0.749, -1.742], [0.603, 2.142, -1.796], [1.426, 1.935, -0.565], [1.315, 2.200, -3.028], [-0.974, -0.394, 0.564], [-0.684, -1.871, 0.312], [0.766, -2.162, -0.209], [1.906, -1.606, 0.708], [1.644, -2.057, 2.606], [-1.517, 0.970, -2.366], [-0.074, -0.151, -2.095], [-0.052, 3.345, -1.608], [-0.858, -2.398, 1.276], [-1.410, -2.228, -0.456], [0.873, -3.274, -0.204], [0.897, -1.867, -1.277], [2.061, -0.520, 0.540], [2.838, -2.133, 0.401], [0.299, 2.098, 1.955]], "lowdin_spin": [0.0188, 0.0078, 0.0562, 0.0032, 0.0444, 0.0167, 0.0022, 0.0017, 0.0174, 0.0027, 0.0208, 0.0028, 0.0018, 0.0001, 0.0056, 0.0008, 0.0000, 0.0000, 0.0000, 0.0011, 0.0002, 0.0000, 0.0001, 0.0000, 4.7957]}

---

[7]
{"formula": "C8H9Cl2N2S", "method": "ωB97M-V/def2-TZVPD", "e_homo_ev": -11.5330, "relative_energy_ev": 3.9074, "e_tot_ha": -1737.9212, "total_charge": 1, "lumo_ev": -4.6, "species": ["C", "C", "C", "C", "C", "C", "C", "C", "N", "N", "S", "Cl", "Cl", "H", "H", "H", "H", "H", "H", "H", "H", "H"], "positions_angstrom": [[1.107, -0.170, 1.999], [1.384, 0.741, 0.922], [0.667, 0.600, -0.202], [-0.545, -0.951, 0.244], [-0.596, 0.595, -2.158], [-1.069, -1.570, -0.992], [2.169, 2.023, 1.231], [-2.309, -2.414, -0.519], [-1.333, -0.539, -1.925], [0.391, 1.143, -1.415], [-0.050, -1.408, 1.735], [-0.796, 1.263, -3.695], [0.276, -2.658, -1.685], [1.731, -0.157, 2.818], [2.620, 2.237, 0.308], [1.537, 2.847, 1.360], [2.905, 1.726, 2.088], [-3.107, -1.862, 0.050], [-2.036, -3.157, 0.091], [-2.804, -2.774, -1.447], [-1.789, -1.017, -2.677], [0.867, 2.069, -1.608]], "lowdin_charge": [-0.3121, -0.3243, -0.0685, -0.4222, -0.6471, -0.8493, -0.0095, -0.0440, 0.0534, 0.0959, 1.1138, 0.8626, 0.6405, 0.0492, 0.0534, 0.0706, 0.1363, 0.1210, 0.0305, 0.1017, 0.1394, 0.2087]}

---

[8]
{"formula": "C8H9ClO3", "method": "ωB97M-V/def2-TZVPD", "smiles": "COC(=O)/C=C\\C/C=C(\\Cl)C=O", "e_homo_ev": -9.6669, "relative_energy_ev": 3.7637, "e_tot_ha": -996.0463, "lumo_ev": -0.1, "species": ["C", "C", "C", "C", "C", "C", "C", "C", "O", "O", "O", "Cl", "H", "H", "H", "H", "H", "H", "H", "H", "H"], "positions_angstrom": [[0.593, -1.847, 0.872], [-0.101, -2.181, -0.224], [0.804, -0.285, 1.072], [-2.257, 1.769, -0.041], [-0.334, -1.336, -1.423], [-0.772, 0.075, -1.096], [-1.717, 0.381, -0.219], [2.241, 1.495, 0.462], [0.285, 0.234, 2.032], [-2.023, 2.797, -0.650], [1.675, 0.234, 0.203], [-2.538, -0.801, 0.648], [0.805, -2.347, 1.768], [-0.343, -3.185, -0.273], [-3.081, 1.683, 0.722], [0.471, -1.421, -2.078], [-1.140, -1.790, -1.996], [-0.214, 0.782, -1.489], [2.720, 1.629, 1.443], [1.697, 2.424, 0.430], [3.228, 1.691, -0.163]], "lowdin_charge": [0.0372, -0.1476, -0.5054, -0.2636, -0.1536, -0.0850, -0.6540, -0.0805, 0.1054, 0.0579, -0.0306, 0.8237, 0.0969, 0.0841, 0.1055, 0.1038, 0.1244, 0.0779, 0.0884, 0.0832, 0.1320]}